[1]
{
  "formula": "CH4NO5PS",
  "method": "ωB97M-V/def2-TZVPD",
  "lumo_ev": -0.125,
  "total_energy_ev": -32954.270,
  "homo_lumo_gap_ha": 0.34656,
  "smiles": "N=P(O)(O)OC(=O)OS",
  "species": ["N", "P", "O", "O", "O", "C", "O", "O", "S", "H", "H", "H", "H"],
  "coordinates": [[0.10645, -1.71742, -0.87119], [-0.41813, -0.28203, -0.91765], [-1.65600, -0.08494, -1.89282], [0.59315, 0.84215, -1.41623], [-1.04066, 0.27566, 0.48003], [-0.30045, 0.49227, 1.60402], [-0.71741, 0.20359, 2.67222], [0.86027, 1.13376, 1.37320], [2.32136, 0.26846, 1.51401], [-0.01900, -2.16144, 0.03018], [-1.91674, 0.83316, -2.04937], [0.37889, 1.13141, -2.31637], [1.80827, -0.93464, 1.78999]],
  "forces_ev_per_a": [[0.1, 0.6, 0.3], [0.0, -0.6, -0.1], [-0.2, 0.2, -0.2], [-0.2, 0.1, -0.4], [0.3, 0.4, -0.1], [-0.3, -0.1, 0.2], [0.0, -0.2, 0.3], [0.2, -0.1, -0.5], [0.1, 0.3, 0.1], [-0.1, -0.3, -0.2], [-0.1, -0.1, 0.1], [0.3, 0.0, 0.2], [-0.1, -0.1, 0.1]],
  "nbo_charge": [-1.3189, 2.4116, -0.9794, -0.9775, -0.7907, 0.9890, -0.5222, -0.6666, 0.3464, 0.3901, 0.5046, 0.5108, 0.1027]
}



[2]
{
  "formula": "C33H60O30",
  "method": "ωB97M-V/def2-TZVPD",
  "lumo_ev": -0.188,
  "total_energy_ev": -96618.748,
  "homo_lumo_gap_ha": 0.37652,
  "smiles": "C[C@H]1COC(=O)O1.CCOC(=O)OC.CCOC(=O)OC.COC(=O)OC.COC(=O)OC.COC(=O)OC.COC(=O)OC.COC(=O)OC.O=C1OCCO1.O=C1OCCO1",
  "species": ["C", "C", "O", "C", "O", "O", "H", "H", "H", "H", "C", "C", "O", "C", "O", "O", "H", "H", "H", "H", "C", "C", "C", "O", "C", "O", "O", "H", "H", "H", "H", "H", "H", "C", "O", "C", "O", "O", "C", "H", "H", "H", "H", "H", "H", "C", "O", "C", "O", "O", "C", "H", "H", "H", "H", "H", "H", "C", "O", "C", "O", "O", "C", "H", "H", "H", "H", "H", "H", "C", "O", "C", "O", "O", "C", "H", "H", "H", "H", "H", "H", "C", "O", "C", "O", "O", "C", "H", "H", "H", "H", "H", "H", "C", "C", "O", "C", "O", "O", "C", "H", "H", "H", "H", "H", "H", "H", "H", "C", "C", "O", "C", "O", "O", "C", "H", "H", "H", "H", "H", "H", "H", "H"],
  "coordinates": [[0.83480, 0.05295, 0.51692], [-0.24346, 0.06403, -0.58096], [-1.13871, 1.09489, -0.16654], [-0.52274, 1.87167, 0.72990], [-0.97970, 2.89651, 1.14108], [0.68515, 1.38792, 1.06675], [1.80395, 0.07667, 0.02740], [0.65933, -0.70766, 1.27313], [-0.81035, -0.85134, -0.72534], [0.20112, 0.28912, -1.55406], [-1.26649, -2.17039, -5.94510], [0.16449, -2.55529, -5.56809], [0.23521, -2.19381, -4.19212], [-1.01772, -2.18871, -3.70126], [-1.33432, -2.15562, -2.54942], [-1.93106, -2.29145, -4.68065], [-1.69924, -2.82103, -6.69935], [-1.34542, -1.13276, -6.27494], [0.84994, -1.96879, -6.17672], [0.34574, -3.62100, -5.70419], [-3.63375, -2.32025, 0.08415], [-4.79229, -2.98400, -0.65064], [-4.40399, -3.74102, -1.96543], [-4.55109, -5.10034, -1.63831], [-4.98531, -5.26315, -0.37372], [-5.14174, -6.29723, 0.18238], [-5.23920, -4.05277, 0.17537], [-2.65906, -2.79264, -0.03094], [-3.87609, -2.27135, 1.14798], [-3.52360, -1.26498, -0.17912], [-5.59523, -2.28726, -0.88451], [-3.41737, -3.40608, -2.27604], [-5.12026, -3.47089, -2.74350], [3.85412, -3.44009, -5.13858], [3.36122, -2.97504, -3.89276], [4.19991, -3.04010, -2.84300], [5.35160, -3.35162, -2.89025], [3.60429, -2.67515, -1.71159], [2.24190, -2.26998, -1.69597], [4.94214, -3.48520, -5.13070], [3.60517, -2.70616, -5.90914], [3.40359, -4.39155, -5.41092], [1.91868, -2.24235, -0.65762], [1.62121, -2.98908, -2.22287], [2.11396, -1.26692, -2.10626], [-1.40757, 5.00273, -1.33084], [-2.29726, 4.80687, -2.42480], [-2.06330, 3.89035, -3.35318], [-2.70218, 3.76122, -4.35219], [-1.05168, 3.07528, -2.98309], [-0.82594, 1.92100, -3.75795], [-1.56534, 6.00738, -0.94260], [-0.36638, 5.02081, -1.65819], [-1.58886, 4.24084, -0.57581], [-1.70440, 1.27635, -3.68328], [0.06396, 1.41067, -3.39787], [-0.64955, 2.15740, -4.80943], [4.33448, 1.71268, 1.57780], [4.77863, 0.65308, 2.45014], [5.38331, 1.00318, 3.58423], [5.37000, 2.08579, 4.09216], [5.95095, -0.09535, 4.09242], [6.37734, -0.03705, 5.43705], [5.19030, 2.27541, 1.20883], [3.55694, 2.32310, 2.02691], [3.96482, 1.11738, 0.74963], [6.10419, -0.94485, 5.96991], [5.93938, 0.78080, 6.01496], [7.45463, 0.13150, 5.46086], [5.02684, 0.66367, -3.51662], [4.27227, 1.84342, -3.37168], [3.50143, 1.96100, -2.30283], [3.40013, 1.14611, -1.41903], [2.74753, 3.04568, -2.45686], [2.12352, 3.56172, -1.27044], [4.40198, -0.21981, -3.62618], [5.73116, 0.47849, -2.69479], [5.73372, 0.81657, -4.33146], [1.65625, 4.49056, -1.58017], [2.84534, 3.76351, -0.48244], [1.34770, 2.87820, -0.93614], [-4.38802, 0.84195, -1.94073], [-4.47757, 1.55681, -3.15086], [-4.51507, 0.98606, -4.34240], [-4.50487, 1.61200, -5.36166], [-4.65633, -0.35371, -4.27906], [-4.92127, -1.00271, -5.51178], [-5.23457, 0.17524, -1.75676], [-4.46671, 1.58645, -1.14799], [-3.47011, 0.28840, -1.74095], [-5.95317, -0.83985, -5.82557], [-4.76476, -2.06501, -5.34864], [-4.29280, -0.63553, -6.32220], [0.48801, -0.13961, 7.95206], [0.32609, 1.36431, 7.69876], [1.49965, 2.04638, 7.28895], [2.09367, 1.77471, 6.11000], [3.08458, 2.34711, 5.77079], [1.37771, 0.90674, 5.39322], [1.92385, 0.53539, 4.12603], [1.23027, -0.27345, 8.74572], [0.82292, -0.72493, 7.10319], [-0.45294, -0.50616, 8.36432], [0.02011, 1.82208, 8.63692], [-0.50212, 1.51422, 7.00307], [2.08021, 1.44469, 3.55291], [1.29776, -0.20098, 3.63316], [2.86934, 0.00814, 4.28071], [-2.25520, 3.08230, 4.37300], [-2.64199, 1.75528, 4.95667], [-1.88244, 0.76165, 4.24393], [-2.07719, -0.50516, 4.61182], [-3.00739, -0.91593, 5.25472], [-1.07468, -1.22626, 4.12031], [-1.15767, -2.63769, 4.29022], [-2.79537, 3.91439, 4.83703], [-2.50565, 3.19129, 3.31652], [-1.20174, 3.34813, 4.46440], [-3.69491, 1.50238, 4.81353], [-2.47019, 1.71181, 6.03368], [-1.75372, -3.04825, 3.46934], [-1.64265, -2.95252, 5.20971], [-0.15672, -3.04655, 4.19244]],
  "forces_ev_per_a": [[-0.4, 1.0, -1.0], [0.1, -0.5, -0.1], [0.0, -0.3, -0.3], [-0.1, 0.8, 0.3], [0.1, -0.2, 0.1], [-0.2, -0.6, 0.2], [0.2, -0.6, 0.5], [0.3, 0.1, 0.2], [0.1, -0.1, 0.3], [-0.1, 0.3, 0.1], [0.3, 0.1, 0.2], [-0.4, 0.4, -1.0], [0.0, 0.1, 0.2], [-0.7, -0.4, 0.2], [0.5, 0.2, 0.0], [-0.1, 0.0, -0.4], [-0.2, -0.1, 0.2], [0.0, 0.0, 0.0], [0.3, -0.1, 0.4], [0.1, 0.0, 0.2], [-0.3, 0.9, 0.3], [1.1, -0.6, -0.5], [-0.8, 1.7, 0.5], [0.7, -0.6, -0.3], [-0.2, 0.6, 0.1], [0.0, -0.2, -0.1], [-0.5, -0.2, 0.3], [-0.2, -0.3, -0.2], [0.0, -0.3, 0.0], [0.1, -0.1, -0.4], [-0.2, 0.0, 0.5], [0.3, -0.7, -0.1], [0.1, -0.2, -0.1], [0.5, 0.5, -0.7], [-0.4, 0.0, 0.0], [-0.1, 0.2, 0.1], [0.2, -0.1, 0.0], [0.3, 0.0, 0.3], [-0.5, -0.1, 0.0], [-0.1, -0.3, 0.2], [-0.3, 0.0, 0.2], [0.1, -0.1, 0.2], [0.3, -0.1, 0.1], [0.0, 0.1, -0.1], [0.1, -0.1, -0.2], [0.5, 0.1, 0.1], [-0.3, 0.7, -0.4], [0.0, -0.6, 0.2], [0.1, 0.2, -0.1], [0.7, 0.2, 0.6], [-0.3, -0.2, -0.8], [-0.5, -0.1, 0.0], [-0.1, -0.4, -0.1], [0.2, 0.2, 0.1], [0.1, -0.2, -0.1], [0.0, 0.2, 0.3], [-0.2, 0.1, 0.0], [0.2, -1.1, -0.2], [0.2, 0.1, -0.1], [-0.3, 0.2, 0.4], [0.3, 0.3, -0.3], [-0.5, -0.4, -0.2], [0.5, 0.7, 1.0], [0.0, 0.3, 0.3], [0.1, 0.1, 0.1], [-0.3, 0.4, -0.1], [0.1, -0.3, -0.4], [-0.2, 0.1, -0.5], [0.0, -0.3, 0.0], [1.5, -0.6, 0.5], [0.1, 0.6, -0.2], [-0.8, -0.5, -0.5], [0.1, 0.1, 0.2], [0.6, 0.4, 0.2], [-0.4, -0.1, -0.3], [-0.1, 0.1, -0.2], [-0.6, 0.2, 0.4], [-0.7, 0.0, -0.5], [0.1, 0.0, 0.0], [0.1, -0.2, 0.0], [0.1, 0.0, 0.2], [-0.6, -0.2, 1.4], [0.5, 0.4, 0.1], [-0.6, -0.2, -0.7], [0.1, -0.1, 0.1], [0.2, -0.1, 0.6], [-0.2, -0.1, -0.5], [0.0, -0.1, -0.5], [0.2, 0.2, -0.2], [0.2, 0.1, -0.7], [0.0, 0.1, 0.2], [0.1, 0.0, 0.1], [0.2, 0.0, 0.2], [0.5, 0.5, 0.8], [-0.8, -1.0, -0.1], [0.4, -0.1, 0.0], [-0.6, 0.7, 0.3], [0.2, -0.3, -0.1], [-0.4, -0.6, -0.1], [0.9, -0.1, 0.2], [0.0, 0.0, 0.0], [-0.3, 0.1, -0.2], [-0.1, -0.2, -0.2], [0.2, 0.2, 0.0], [0.2, 0.2, -0.3], [0.0, -0.2, -0.3], [-0.6, 0.4, 0.2], [0.1, 0.4, 0.0], [-0.3, 1.2, -0.3], [-0.5, -0.1, -0.3], [0.6, -0.2, 0.3], [-0.4, 0.5, 0.1], [0.2, -0.1, 0.1], [0.4, -0.1, 0.0], [-0.5, -0.6, -0.7], [-0.1, -0.3, 0.3], [0.1, -0.4, 0.0], [0.1, -0.4, 0.1], [0.0, 0.3, 0.0], [0.3, -0.2, -0.1], [0.0, 0.0, 0.0], [0.2, 0.3, 0.2], [0.1, 0.2, 0.2]],
  "mulliken_charge": [-0.0898, 1.3002, -0.2367, 0.7045, -0.7247, -0.2654, -0.0467, 0.2854, 0.1094, -0.9661, -0.4636, -0.3960, -0.0253, 0.3555, -0.4462, -0.2261, 0.3585, 0.2865, 0.3129, 0.3106, -0.8583, 0.4885, 0.2482, -0.3882, 0.5777, -0.5288, -0.4500, 0.1750, 0.4362, 0.0224, 0.3655, -0.2588, 0.1565, -0.8159, -0.1714, 0.6442, -0.5829, -0.3808, -0.1979, 0.4420, 0.2274, 0.2467, 0.1329, 0.4163, 0.0487, -0.0193, -0.3538, 0.5992, -0.5444, -0.0139, -0.4028, 0.3232, -0.0788, 0.0676, -0.0854, -0.0633, 0.5794, -0.5763, -0.2772, 0.7935, -0.5311, -0.3728, -0.7516, 0.4468, 0.2938, 0.0939, 0.2709, 0.3308, 0.3031, -0.4892, -0.3986, 0.6494, -0.3239, -0.4052, -0.2268, 0.0229, 0.2914, 0.3265, 0.1556, 0.4003, -0.1453, -0.3431, -0.3168, 0.7421, -0.5617, -0.1212, -0.8079, 0.3273, 0.3644, -0.0773, 0.3520, 0.1833, 0.3277, -1.1516, 0.5593, -0.3943, 0.5431, -0.5140, -0.1958, -0.4134, 0.3451, 0.2080, 0.4040, 0.3751, -0.4184, 0.3747, -0.1632, 0.3239, -1.0829, -0.2715, -0.0858, 0.5048, -0.5910, 0.0823, -0.8471, 0.4474, 0.1717, 0.2352, 0.3521, 0.2544, 0.2384, 0.3532, 0.2662]
}



[3]
{
  "formula": "C36H36FFeN8O5S",
  "method": "ωB97M-V/def2-TZVPD",
  "lumo_ev": [-3.637, -3.637],
  "charge": 1,
  "total_energy_ev": -108011.686,
  "homo_lumo_gap_ha": [0.18590, 0.18585],
  "multiplicity": 5,
  "species": ["Fe", "O", "C", "O", "C", "C", "C", "N", "C", "C", "C", "C", "C", "C", "C", "N", "C", "C", "C", "C", "C", "N", "H", "H", "H", "H", "H", "H", "H", "H", "H", "H", "C", "C", "N", "C", "C", "C", "O", "O", "C", "O", "C", "C", "C", "F", "C", "C", "C", "N", "C", "C", "N", "C", "C", "H", "H", "H", "H", "H", "H", "H", "H", "H", "H", "H", "H", "H", "H", "H", "H", "H", "H", "C", "N", "C", "C", "N", "C", "S", "H", "H", "H", "H", "H", "H", "H", "H"],
  "coordinates": [[-0.19217, -0.05311, -0.09575], [-2.02299, 3.80598, 5.34142], [-1.83953, 4.27598, 4.20631], [-1.94218, 5.42205, 3.73794], [-1.41462, 3.21667, 3.15877], [-1.23800, 3.57092, 1.82750], [-0.88796, 2.59875, 0.91736], [-0.71162, 1.33234, 1.29219], [-0.89373, 0.96790, 2.56181], [-1.23813, 1.88870, 3.52558], [-0.73250, -0.50416, 2.80278], [-0.87973, -1.07285, 4.05440], [-0.74314, -2.44439, 4.18750], [-0.46581, -3.20972, 3.06861], [-0.33074, -2.56384, 1.85361], [-0.45665, -1.24737, 1.72200], [-0.74067, 2.82660, -0.55778], [-0.75417, 4.08947, -1.12173], [-0.68125, 4.20828, -2.49932], [-0.59706, 3.06480, -3.27290], [-0.56311, 1.84117, -2.62927], [-0.62558, 1.71948, -1.30521], [-1.40474, 4.60638, 1.55916], [-1.39942, 1.63503, 4.56546], [-1.09231, -0.45131, 4.91241], [-0.85349, -2.90885, 5.15873], [-0.34950, -4.28256, 3.13321], [-0.09541, -3.11108, 0.94739], [-0.81839, 4.96389, -0.48965], [-0.68931, 5.18658, -2.96232], [-0.54976, 3.11355, -4.35156], [-0.46320, 0.91954, -3.19197], [1.32959, -5.37259, -5.62607], [0.56892, -4.08819, -5.91247], [0.08880, -3.43620, -4.68531], [0.87557, -2.51209, -4.09961], [0.59129, -1.83827, -2.95266], [1.65030, -0.85877, -2.44657], [2.59120, -0.64653, -3.20985], [1.48254, -0.38094, -1.28405], [-0.65072, -2.09704, -2.29992], [-1.03138, -1.52544, -1.26665], [-1.51499, -3.11493, -2.93324], [-2.74293, -3.43120, -2.36165], [-3.54975, -4.37596, -2.92313], [-4.75294, -4.61646, -2.35551], [-3.16559, -5.08965, -4.07173], [-1.94077, -4.78567, -4.62810], [-1.11761, -3.77959, -4.09816], [-3.94481, -6.12824, -4.65291], [-4.23344, -6.03142, -6.08408], [-4.20693, -7.45039, -6.67158], [-4.50702, -8.40494, -5.54627], [-5.64437, -7.86705, -4.72333], [-5.11927, -6.64844, -3.94218], [1.67333, -5.81973, -6.55898], [0.70448, -6.09943, -5.10326], [2.20148, -5.17012, -5.00420], [-0.28147, -4.26452, -6.56767], [1.20688, -3.37045, -6.42235], [1.80990, -2.28360, -4.60070], [-3.06396, -2.90468, -1.47072], [-1.59980, -5.36860, -5.47214], [-3.49258, -5.42261, -6.58862], [-5.20911, -5.56227, -6.25196], [-3.23154, -7.71912, -7.07069], [-4.96177, -7.59201, -7.44148], [-3.68021, -8.42456, -4.94455], [-4.68611, -9.34689, -5.89038], [-6.00848, -8.64748, -4.06142], [-6.43372, -7.60391, -5.42332], [-4.82042, -6.94667, -2.94055], [-5.92853, -5.92193, -3.85210], [3.28863, 2.42319, -0.30036], [3.96966, 1.15633, -0.20119], [4.90926, 0.72656, -1.23315], [5.11061, -0.76738, -0.92272], [4.36144, -0.92300, 0.32019], [3.61756, 0.16308, 0.62611], [2.47478, 0.24156, 1.85282], [4.00998, 3.20447, -0.54171], [2.81717, 2.64644, 0.65315], [2.52304, 2.38704, -1.08346], [5.83406, 1.30249, -1.16104], [4.46863, 0.86436, -2.22000], [6.15880, -1.02797, -0.78688], [4.68702, -1.38219, -1.71756], [4.15493, -1.80496, 0.75044]],
  "forces_ev_per_a": [[1.3, -0.5, -0.5], [0.0, 0.1, -0.1], [-0.1, 0.1, 0.1], [0.0, -0.1, 0.1], [0.1, -0.1, -0.1], [0.0, 0.2, 0.0], [0.1, 0.0, -0.4], [-0.4, 0.1, 0.1], [0.1, -0.5, 0.0], [0.0, 0.0, 0.2], [0.0, 0.4, -0.1], [0.0, -0.1, 0.2], [0.0, 0.1, 0.1], [0.0, -0.1, -0.1], [0.1, 0.0, -0.1], [-0.2, 0.1, 0.0], [-0.1, -0.1, 0.5], [0.0, 0.2, -0.1], [0.0, 0.1, 0.1], [0.0, -0.1, -0.1], [0.1, 0.0, 0.0], [-0.1, 0.2, 0.0], [0.0, 0.0, 0.1], [0.0, 0.1, 0.0], [0.0, 0.0, 0.0], [0.0, 0.0, 0.0], [0.0, 0.0, 0.0], [0.0, 0.0, 0.0], [0.0, 0.0, 0.0], [0.0, 0.0, 0.0], [0.0, 0.0, 0.0], [0.0, 0.0, 0.0], [0.0, 0.0, 0.0], [0.0, 0.0, 0.1], [-0.1, -0.1, -0.1], [0.1, 0.1, -0.1], [0.0, 0.0, 0.1], [0.0, -0.2, -0.2], [0.0, 0.1, 0.2], [-0.3, 0.1, 0.2], [0.1, -0.1, -0.3], [-0.7, -0.2, 0.1], [0.3, 0.2, 0.1], [-0.1, 0.1, 0.2], [0.0, 0.0, -0.1], [0.1, 0.1, 0.0], [-0.2, -0.1, 0.2], [0.2, 0.1, -0.1], [0.0, -0.1, -0.1], [-0.2, 0.0, -0.1], [0.0, 0.0, 0.1], [0.0, 0.0, 0.0], [-0.1, 0.2, 0.0], [0.1, 0.0, 0.0], [0.2, -0.1, -0.1], [0.0, 0.0, 0.0], [0.0, 0.0, 0.0], [0.0, 0.0, 0.0], [0.0, 0.0, 0.0], [0.0, 0.0, 0.0], [0.0, 0.0, 0.0], [0.0, 0.0, 0.0], [0.0, 0.0, 0.0], [0.0, 0.1, 0.0], [0.0, 0.0, 0.0], [0.0, 0.0, 0.0], [0.0, 0.0, 0.0], [0.0, -0.1, 0.0], [0.0, 0.0, 0.0], [0.0, 0.0, 0.0], [0.0, 0.0, 0.0], [0.0, 0.0, 0.0], [0.0, 0.0, 0.0], [0.0, -0.1, 0.0], [-0.1, 0.1, 0.0], [-0.1, 0.0, 0.1], [-0.1, 0.0, 0.1], [0.0, 0.0, 0.0], [0.1, 0.1, -0.1], [0.0, -0.1, 0.0], [0.0, 0.0, 0.0], [0.0, 0.0, 0.0], [0.0, 0.0, 0.0], [0.0, 0.0, 0.0], [0.0, 0.0, 0.0], [0.0, 0.0, 0.0], [0.0, 0.0, 0.0], [0.0, 0.0, 0.0]],
  "mulliken_charge": [0.6141, -0.7222, 0.4524, -0.7250, -0.5702, -1.0057, 0.8382, 0.2423, 0.4843, -0.8813, 0.6819, -0.6315, -0.6048, -0.7830, -0.3309, 0.3754, 0.3268, -0.6518, -0.5315, -0.9168, -0.0362, 0.4066, 0.5807, 0.6476, 0.4592, 0.4465, 0.4140, 0.4672, 0.4269, 0.4539, 0.4420, 0.3680, -1.0217, -1.0862, 0.3106, -0.1870, -0.4597, 0.1365, -0.7789, 0.0115, 1.4283, -1.4598, 0.7764, -0.4315, 0.2819, -0.3465, -1.4213, -0.6003, -0.2946, 0.2119, -0.6266, -0.7440, -0.1518, -0.7288, -0.7528, 0.3968, 0.2994, 0.3367, 0.5016, 0.4707, 0.6439, 0.6479, 0.7827, 0.5099, 0.3019, 0.4279, 0.3641, 0.3741, 0.3284, 0.3892, 0.3398, 0.5105, 0.4552, -0.9660, 0.1016, -0.4663, -0.3781, -0.0963, -0.0769, -0.2680, 0.3367, 0.3452, 0.2378, 0.4337, 0.2399, 0.3206, 0.1182, 0.2343]
}